[1]
Density functional theory data (wB97M-V/def2-TZVPD) for a cluster of 2 separate species, C2H3NO4 in total.

```
10
C2H3NO4 wB97M-V/def2-TZVPD
O 0.029 1.631 -0.932
H -1.154 -1.386 0.066
O 1.049 -0.347 -1.066
N 1.415 -1.293 0.609
C -1.040 -0.305 0.162
C 0.042 0.321 -0.597
O 2.450 -1.008 0.952
O -0.039 0.114 1.110
H -0.759 2.055 -0.566
H -1.993 0.219 0.262
```

**LUMO**: -0.7 eV
**Highest occupied orbital energy**: -9.5 eV
**Calculated total energy**: -11797.6896 eV

=====

[2]
Density functional theory data (wB97M-V/def2-TZVPD) for the molecule C2H3NO5.

```
11
C2H3NO5 wB97M-V/def2-TZVPD
H 1.277 1.828 0.142
N 1.394 -1.409 0.388
O 1.894 -0.053 0.295
O -0.268 0.641 0.738
H 0.641 0.738 -1.123
C 0.873 0.851 -0.072
C -1.413 0.378 0.065
O -2.140 -0.577 0.701
H -1.851 -1.447 0.417
O -1.788 0.980 -0.903
O 1.382 -1.929 -0.648
```

**LUMO**: -0.8 eV
**SMILES**: O=NOCOC(=O)O
**Highest occupied orbital energy**: -11.1 eV
**Calculated total energy**: -13846.6011 eV

=====

[3]
Density functional theory data (wB97M-V/def2-TZVPD) for the ion C2H3NOPS with charge +1.

```
9
C2H3NOPS wB97M-V/def2-TZVPD
N -0.377 -0.738 0.327
H 2.445 0.066 0.822
H 2.384 -0.825 -0.678
C 0.675 -0.288 0.212
H 1.903 1.102 -0.719
S -3.855 1.154 -0.264
C 1.965 0.102 -0.138
O -1.845 -0.025 0.099
P -3.297 -0.548 0.340
```

**LUMO (spin up / spin down)**: -7.2 / -7.2 eV
**Charge**: +1
**SMILES**: CC#[N+]OP=S
**Highest occupied orbital energy (spin up / spin down)**: -14.6 / -14.6 eV
**Calculated total energy**: -25772.4783 eV

=====

[4]
Density functional theory data (wB97M-V/def2-TZVPD) for a structure of composition C2H3NOS.

```
8
C2H3NOS wB97M-V/def2-TZVPD
N 0.835 -0.629 0.471
H -0.015 -1.217 0.540
C -1.174 0.985 0.514
C 0.648 0.585 0.086
H -1.180 1.828 1.094
S -2.339 0.064 -0.189
H 1.502 -1.153 -0.093
O 1.326 1.482 -0.312
```

**LUMO**: -0.6 eV
**Highest occupied orbital energy**: -8.5 eV
**Calculated total energy**: -16493.5156 eV

=====

[5]
Density functional theory data (wB97M-V/def2-TZVPD) for the molecule C2H3NOS.

```
8
C2H3NOS wB97M-V/def2-TZVPD
H -0.956 1.462 -0.922
H 2.060 -1.225 -0.006
C 1.091 -0.809 -0.057
N 0.118 -1.643 0.039
H -0.879 1.469 0.943
O 0.758 0.569 0.015
C -0.708 0.909 -0.003
S -1.484 -0.732 -0.010
```

**LUMO**: 0.7 eV
**SMILES**: C1=NSCO1
**Highest occupied orbital energy**: -8.8 eV
**Calculated total energy**: -16493.7183 eV

=====

[6]
Density functional theory data (wB97M-V/def2-TZVPD) for the molecule C2H3NOS.

```
8
C2H3NOS wB97M-V/def2-TZVPD
C -0.329 0.331 -1.329
H -1.725 -0.619 -0.362
N -0.796 -0.376 -0.179
C -0.322 -0.437 1.108
S 1.131 0.166 1.380
H -0.813 -1.111 1.745
O -0.823 0.169 -2.464
H 0.495 0.988 -1.180
```

**LUMO**: -0.6 eV
**SMILES**: O=CNC=S
**Highest occupied orbital energy**: -9.2 eV
**Calculated total energy**: -16494.6160 eV

=====

[7]
Density functional theory data (wB97M-V/def2-TZVPD) for the molecule C2H3NOS2.

```
9
C2H3NOS2 wB97M-V/def2-TZVPD
C 0.235 -0.998 0.673
O 2.589 0.687 1.320
H -0.351 -0.158 -1.102
H -0.314 -0.320 1.287
S 2.123 -0.430 -1.356
C 0.566 -0.075 -0.531
H 0.723 0.870 -0.206
S 3.375 0.064 0.274
N 0.468 -2.150 0.923
```

**LUMO (spin up / spin down)**: -1.2 / -0.8 eV
**Highest occupied orbital energy (spin up / spin down)**: -9.6 / -8.5 eV
**Calculated total energy**: -27327.1617 eV

=====

[8]
Density functional theory data (wB97M-V/def2-TZVPD) for the molecule C2H3NOS2.

```
9
C2H3NOS2 wB97M-V/def2-TZVPD
H 0.014 -0.739 0.220
C -1.586 0.575 -0.011
S -2.833 -0.491 -0.031
H -1.640 1.690 -0.157
H 2.518 1.630 -0.080
N -0.343 0.167 0.158
C 1.893 0.748 -0.028
O 0.624 1.106 0.001
S 2.500 -0.793 -0.022
```

**LUMO**: -0.5 eV
**SMILES**: S=CNOC=S
**Highest occupied orbital energy**: -8.9 eV
**Calculated total energy**: -27328.0090 eV

=====

[9]
Density functional theory data (wB97M-V/def2-TZVPD) for the molecule C2H3NOS2.

```
9
C2H3NOS2 wB97M-V/def2-TZVPD
H -1.297 1.804 0.005
C -1.067 -0.589 -0.021
S 0.030 1.931 -0.003
H 1.159 -1.481 0.043
N 0.108 0.196 -0.007
C 1.308 -0.408 0.014
H -0.852 -1.674 -0.012
O -2.172 -0.076 -0.006
S 2.782 0.297 -0.013
```

**LUMO**: -0.3 eV
**SMILES**: O=CN(S)C=S
**Highest occupied orbital energy**: -9.1 eV
**Calculated total energy**: -27329.7828 eV

=====

[10]
Density functional theory data (wB97M-V/def2-TZVPD) for the molecule C2H3NOS2.

```
9
C2H3NOS2 wB97M-V/def2-TZVPD
O -1.187 -1.513 0.590
C -0.257 -0.724 0.211
C -0.436 0.678 0.272
H 1.920 -0.259 -0.695
H -1.767 2.068 1.058
N -1.514 1.072 1.056
S 0.322 1.657 -0.781
H -2.221 0.272 1.035
S 1.323 -1.483 -0.244
```

**LUMO**: -1.4 eV
**SMILES**: NC(=S)C(=O)S
**Highest occupied orbital energy**: -9.3 eV
**Calculated total energy**: -27329.8895 eV